1.
117
Properties=species:S:1:pos:R:3:lowdin_charge:R:1 method="wB97M-V/def2-TZVPD" e_tot_ev=-198635.8686 total_charge=-1 e_homo_ev=-2.33 lumo_ev=1.10
C 0.373 -1.460 -0.506 -0.202
C -0.302 -2.658 0.094 -0.841
I 0.795 -3.586 1.672 0.754
C -1.487 -3.090 -0.373 -0.725
I -2.328 -4.904 0.482 0.682
C -2.223 -2.468 -1.442 -0.360
O -3.512 -3.136 -1.572 -0.241
C -2.514 -0.984 -1.098 -0.204
C -3.969 -0.586 -1.226 -0.195
C -4.264 0.944 -1.230 -0.195
C -3.326 1.828 -0.370 -0.192
C -2.428 2.766 -1.194 -0.277
N -1.235 2.141 -1.775 0.011
H 0.002 -0.562 -0.002 0.058
H 1.443 -1.471 -0.307 0.036
H 0.152 -1.351 -1.567 0.046
H -3.422 -3.853 -2.209 0.048
H -2.149 -0.776 -0.092 0.094
H -1.963 -0.371 -1.812 0.076
H -4.574 -1.004 -0.423 0.109
H -4.404 -0.986 -2.137 0.101
H -5.269 1.068 -0.837 0.087
H -4.226 1.332 -2.249 0.082
H -2.754 1.276 0.371 0.101
H -3.970 2.505 0.200 0.096
H -2.991 3.228 -2.000 0.097
H -2.064 3.531 -0.508 0.096
H -1.456 1.642 -2.628 0.055
H -0.806 1.484 -1.136 0.056
C 3.146 -1.235 3.615 -0.172
C 4.312 -2.030 3.083 -0.155
O 5.475 -1.343 3.602 -0.188
S 5.129 -0.723 5.030 0.588
O 5.601 -1.594 6.048 -0.227
O 5.491 0.653 5.019 -0.244
O 3.541 -0.851 4.951 -0.185
H 2.987 -0.326 3.032 0.136
H 2.228 -1.813 3.640 0.056
H 4.337 -2.058 1.998 0.135
H 4.313 -3.046 3.472 0.096
C 4.847 2.878 7.100 -0.162
C 6.068 3.560 7.673 -0.162
O 5.931 4.933 7.281 -0.192
S 4.374 5.322 7.240 0.599
O 4.031 5.965 8.458 -0.228
O 4.096 5.911 5.983 -0.218
O 3.785 3.834 7.273 -0.184
H 4.964 2.680 6.037 0.110
H 4.607 1.952 7.615 0.138
H 6.995 3.145 7.287 0.136
H 6.076 3.518 8.765 0.131
C -8.452 1.598 -2.930 -0.155
C -8.782 2.596 -4.018 -0.171
O -7.799 3.630 -3.860 -0.187
S -6.425 2.983 -3.328 0.587
O -5.554 2.775 -4.429 -0.229
O -6.014 3.710 -2.186 -0.208
O -7.021 1.569 -2.876 -0.181
H -8.823 1.933 -1.959 0.142
H -8.840 0.605 -3.142 0.122
H -9.783 3.002 -3.921 0.117
H -8.661 2.154 -5.010 0.134
C 1.218 2.654 -4.463 -0.178
C 2.254 2.560 -3.365 -0.164
O 2.130 1.223 -2.868 -0.193
S 1.709 0.241 -4.067 0.597
O 2.874 -0.388 -4.577 -0.225
O 0.572 -0.496 -3.663 -0.215
O 1.258 1.375 -5.112 -0.189
H 0.220 2.803 -4.049 0.109
H 1.435 3.444 -5.175 0.119
H 2.082 3.278 -2.569 0.135
H 3.265 2.685 -3.760 0.130
C -13.372 2.214 -3.664 -0.157
C -14.119 0.898 -3.627 -0.160
O -13.315 0.007 -4.409 -0.181
S -11.768 0.391 -4.241 0.595
O -11.192 -0.448 -3.256 -0.206
O -11.199 0.550 -5.528 -0.206
O -11.988 1.845 -3.589 -0.207
H -13.537 2.741 -4.605 0.135
H -13.632 2.865 -2.833 0.137
H -15.118 0.973 -4.048 0.136
H -14.180 0.502 -2.611 0.136
C -2.941 3.362 -6.712 -0.155
C -3.560 4.714 -6.985 -0.161
O -2.570 5.655 -6.555 -0.185
S -1.109 5.044 -6.799 0.601
O -0.588 5.549 -8.018 -0.221
O -0.396 5.149 -5.578 -0.223
O -1.550 3.521 -7.037 -0.185
H -3.014 3.092 -5.657 0.126
H -3.384 2.576 -7.317 0.139
H -4.489 4.864 -6.442 0.131
H -3.732 4.863 -8.054 0.132
C 7.360 -5.900 5.093 -0.169
C 6.765 -7.028 4.280 -0.163
O 5.425 -7.156 4.778 -0.184
S 4.880 -5.714 5.227 0.607
O 4.105 -5.165 4.173 -0.223
O 4.386 -5.816 6.549 -0.209
O 6.293 -4.957 5.245 -0.186
H 7.661 -6.239 6.087 0.135
H 8.205 -5.437 4.595 0.106
H 7.305 -7.962 4.400 0.136
H 6.715 -6.770 3.220 0.137
C 11.944 -4.300 4.769 -0.161
C 12.675 -5.588 5.083 -0.164
O 11.907 -6.603 4.423 -0.187
S 11.269 -6.001 3.078 0.609
O 12.088 -6.353 1.980 -0.205
O 9.876 -6.268 3.093 -0.220
O 11.509 -4.452 3.413 -0.181
H 11.062 -4.176 5.402 0.133
H 12.582 -3.425 4.863 0.136
H 12.729 -5.790 6.149 0.135
H 13.681 -5.590 4.660 0.134

2.
83
Properties=species:S:1:pos:R:3:lowdin_charge:R:1 method="wB97M-V/def2-TZVPD" e_tot_ev=-52180.0458 total_charge=+1 e_homo_ev=-9.88 lumo_ev=-4.07
C -3.997 1.700 5.745 0.006
C -4.242 3.137 5.171 -0.490
O -4.079 4.081 5.908 0.099
O -4.677 3.410 3.871 -0.046
C -3.755 2.791 2.922 -0.174
C -4.192 3.200 1.458 -0.151
C -4.285 1.988 0.443 -0.190
C -3.099 0.959 0.533 -0.206
C -1.767 1.416 -0.190 -0.171
C -0.779 2.237 0.767 -0.183
C -0.675 3.698 0.184 -0.172
C 0.553 4.553 0.724 -0.130
C 1.156 4.047 2.070 -0.094
C 0.544 4.596 3.294 0.041
N 0.997 4.267 4.556 0.072
C 2.053 3.397 4.763 -0.004
C 2.716 2.802 3.615 0.055
C 2.290 3.109 2.223 -0.070
C 3.019 2.509 0.988 -0.083
C 2.781 0.968 0.771 -0.170
O 2.785 0.201 1.994 -0.066
C 1.662 -0.660 1.962 -0.464
C 1.906 -2.146 1.546 0.026
O 0.572 -0.263 2.283 0.112
H -2.907 1.543 5.959 0.094
H -4.655 1.564 6.638 0.099
H -4.273 0.914 4.981 0.079
H -3.835 1.687 3.081 0.108
H -2.724 3.210 3.088 0.118
H -5.235 3.628 1.565 0.124
H -3.569 4.036 1.044 0.091
H -5.288 1.497 0.621 0.117
H -4.367 2.443 -0.590 0.117
H -2.851 0.625 1.576 0.101
H -3.448 0.026 -0.005 0.113
H -2.075 2.095 -1.038 0.105
H -1.285 0.514 -0.646 0.108
H 0.235 1.750 0.688 0.073
H -1.076 2.181 1.845 0.101
H -1.632 4.280 0.281 0.100
H -0.514 3.581 -0.929 0.119
H 0.155 5.591 0.929 0.121
H 1.360 4.619 -0.051 0.111
H -0.290 5.330 3.238 0.153
H 0.580 4.677 5.399 0.178
H 2.381 3.201 5.814 0.148
H 3.582 2.132 3.847 0.134
H 2.793 3.116 0.068 0.123
H 4.127 2.642 1.180 0.140
H 3.651 0.589 0.153 0.142
H 1.869 0.732 0.147 0.130
H 2.131 -2.736 2.476 0.102
H 2.788 -2.180 0.853 0.089
H 1.010 -2.598 1.059 0.086
O 1.602 -3.093 -1.703 -0.326
P 1.100 -3.396 -3.115 0.741
N 0.819 -5.066 -2.769 -0.315
C 1.074 -6.218 -3.615 -0.127
C -0.269 -5.327 -1.824 -0.139
N 2.659 -3.216 -3.838 -0.334
C 3.334 -4.222 -4.638 -0.142
C 3.666 -2.468 -3.091 -0.149
N 0.432 -3.583 -4.742 -0.265
C 0.604 -2.349 -5.556 -0.132
C -1.027 -3.840 -4.774 -0.130
H 0.465 -6.245 -4.526 0.074
H 0.880 -7.151 -3.081 0.082
H 2.120 -6.294 -3.900 0.053
H -1.253 -5.112 -2.257 0.062
H -0.164 -4.706 -0.930 0.062
H -0.274 -6.361 -1.477 0.080
H 3.807 -4.988 -4.012 0.083
H 4.124 -3.764 -5.244 0.081
H 2.670 -4.698 -5.360 0.074
H 4.102 -3.070 -2.284 0.083
H 3.239 -1.559 -2.662 0.061
H 4.478 -2.139 -3.747 0.079
H 0.104 -1.493 -5.090 0.082
H 0.193 -2.489 -6.559 0.085
H 1.649 -2.084 -5.700 0.071
H -1.578 -3.107 -4.179 0.087
H -1.276 -4.835 -4.408 0.062
H -1.405 -3.811 -5.798 0.087

3.
79
Properties=species:S:1:pos:R:3:mulliken_spin:R:1 method="wB97M-V/def2-TZVPD" e_tot_ev=-67686.8969 total_charge=+4 e_homo_ev="-19.90 / -19.90" lumo_ev="-15.06 / -14.59" s_squared=2.279 multiplicity=3
W 0.231 -0.658 0.442 1.951
P -1.640 -2.013 0.485 -0.050
P 1.518 -1.283 2.314 -0.011
P 1.591 -1.578 -1.272 -0.052
H -0.317 4.424 -2.279 -0.006
C -0.688 4.149 -3.295 -0.104
C -1.830 3.482 -3.526 -0.094
H -2.541 3.155 -2.725 -0.004
C -2.973 -1.555 1.669 0.022
C -1.183 -3.706 1.065 0.021
C -2.533 -2.332 -1.087 0.030
C 2.905 -0.136 2.589 0.036
C 0.484 -1.135 3.817 0.006
C 2.229 -2.952 2.504 0.029
C 0.739 -1.899 -2.858 0.045
C 2.388 -3.232 -0.981 0.024
C 3.047 -0.514 -1.608 0.030
H -0.069 4.460 -4.181 -0.001
H -2.124 3.304 -4.582 -0.006
H -3.569 -0.711 1.286 -0.001
H -2.560 -1.281 2.652 0.000
H -3.641 -2.422 1.802 0.001
H -0.786 -3.674 2.093 -0.001
H -0.437 -4.170 0.400 -0.007
H -2.097 -4.320 1.057 -0.001
H -2.757 -1.388 -1.614 0.002
H -3.461 -2.887 -0.891 0.000
H -1.906 -2.943 -1.748 -0.002
H 3.657 -0.620 3.228 0.003
H 2.545 0.778 3.081 -0.005
H 3.380 0.129 1.635 -0.009
H 1.040 -1.515 4.687 0.001
H -0.445 -1.710 3.714 -0.004
H 0.223 -0.087 3.989 -0.003
H 3.224 -2.888 2.964 0.000
H 2.335 -3.440 1.532 -0.007
H 1.582 -3.569 3.142 0.001
H 0.910 -2.934 -3.195 0.000
H 1.061 -1.190 -3.640 -0.001
H -0.340 -1.744 -2.734 -0.003
H 2.712 -3.667 -1.940 0.000
H 1.695 -3.946 -0.509 -0.002
H 3.269 -3.113 -0.335 -0.001
H 3.477 -0.781 -2.586 0.002
H 3.798 -0.664 -0.815 0.001
H 2.763 0.547 -1.628 -0.010
C -1.052 0.566 -3.366 0.006
C 0.241 1.170 -3.025 -0.129
C 1.139 1.497 -4.025 0.089
C 0.926 1.059 -5.334 0.026
C -0.207 0.296 -5.647 -0.038
C -1.209 0.075 -4.721 0.107
O -2.029 0.498 -2.547 0.166
H -0.964 -0.255 -0.767 -0.076
H 0.403 1.449 -1.951 -0.013
H 1.981 2.136 -3.773 -0.006
H 1.627 1.341 -6.128 -0.001
H -0.315 -0.041 -6.682 0.004
H -2.153 -0.440 -4.923 -0.004
C -2.105 2.082 0.296 0.016
P -0.444 1.624 0.901 0.031
C 0.670 2.940 0.311 0.003
C -0.580 1.947 2.765 0.010
C -1.731 1.532 3.455 -0.007
C -1.757 1.600 4.848 0.005
C -0.655 2.076 5.554 -0.010
C 0.502 2.458 4.874 0.000
C 0.549 2.388 3.480 -0.005
H -2.208 1.688 -0.741 0.009
H -2.250 3.182 0.304 0.002
H -2.905 1.630 0.906 -0.001
H 0.655 3.780 1.017 0.002
H 1.700 2.567 0.240 0.000
H 0.381 3.306 -0.683 0.004
H -2.597 1.155 2.900 -0.003
H -2.654 1.276 5.364 0.000
H -0.693 2.148 6.635 0.000
H 1.375 2.813 5.413 0.000
H 1.453 2.684 2.936 -0.001

Please write out number 2 again, unchanged.
83
Properties=species:S:1:pos:R:3:lowdin_charge:R:1 method="wB97M-V/def2-TZVPD" e_tot_ev=-52180.0458 total_charge=+1 e_homo_ev=-9.88 lumo_ev=-4.07
C -3.997 1.700 5.745 0.006
C -4.242 3.137 5.171 -0.490
O -4.079 4.081 5.908 0.099
O -4.677 3.410 3.871 -0.046
C -3.755 2.791 2.922 -0.174
C -4.192 3.200 1.458 -0.151
C -4.285 1.988 0.443 -0.190
C -3.099 0.959 0.533 -0.206
C -1.767 1.416 -0.190 -0.171
C -0.779 2.237 0.767 -0.183
C -0.675 3.698 0.184 -0.172
C 0.553 4.553 0.724 -0.130
C 1.156 4.047 2.070 -0.094
C 0.544 4.596 3.294 0.041
N 0.997 4.267 4.556 0.072
C 2.053 3.397 4.763 -0.004
C 2.716 2.802 3.615 0.055
C 2.290 3.109 2.223 -0.070
C 3.019 2.509 0.988 -0.083
C 2.781 0.968 0.771 -0.170
O 2.785 0.201 1.994 -0.066
C 1.662 -0.660 1.962 -0.464
C 1.906 -2.146 1.546 0.026
O 0.572 -0.263 2.283 0.112
H -2.907 1.543 5.959 0.094
H -4.655 1.564 6.638 0.099
H -4.273 0.914 4.981 0.079
H -3.835 1.687 3.081 0.108
H -2.724 3.210 3.088 0.118
H -5.235 3.628 1.565 0.124
H -3.569 4.036 1.044 0.091
H -5.288 1.497 0.621 0.117
H -4.367 2.443 -0.590 0.117
H -2.851 0.625 1.576 0.101
H -3.448 0.026 -0.005 0.113
H -2.075 2.095 -1.038 0.105
H -1.285 0.514 -0.646 0.108
H 0.235 1.750 0.688 0.073
H -1.076 2.181 1.845 0.101
H -1.632 4.280 0.281 0.100
H -0.514 3.581 -0.929 0.119
H 0.155 5.591 0.929 0.121
H 1.360 4.619 -0.051 0.111
H -0.290 5.330 3.238 0.153
H 0.580 4.677 5.399 0.178
H 2.381 3.201 5.814 0.148
H 3.582 2.132 3.847 0.134
H 2.793 3.116 0.068 0.123
H 4.127 2.642 1.180 0.140
H 3.651 0.589 0.153 0.142
H 1.869 0.732 0.147 0.130
H 2.131 -2.736 2.476 0.102
H 2.788 -2.180 0.853 0.089
H 1.010 -2.598 1.059 0.086
O 1.602 -3.093 -1.703 -0.326
P 1.100 -3.396 -3.115 0.741
N 0.819 -5.066 -2.769 -0.315
C 1.074 -6.218 -3.615 -0.127
C -0.269 -5.327 -1.824 -0.139
N 2.659 -3.216 -3.838 -0.334
C 3.334 -4.222 -4.638 -0.142
C 3.666 -2.468 -3.091 -0.149
N 0.432 -3.583 -4.742 -0.265
C 0.604 -2.349 -5.556 -0.132
C -1.027 -3.840 -4.774 -0.130
H 0.465 -6.245 -4.526 0.074
H 0.880 -7.151 -3.081 0.082
H 2.120 -6.294 -3.900 0.053
H -1.253 -5.112 -2.257 0.062
H -0.164 -4.706 -0.930 0.062
H -0.274 -6.361 -1.477 0.080
H 3.807 -4.988 -4.012 0.083
H 4.124 -3.764 -5.244 0.081
H 2.670 -4.698 -5.360 0.074
H 4.102 -3.070 -2.284 0.083
H 3.239 -1.559 -2.662 0.061
H 4.478 -2.139 -3.747 0.079
H 0.104 -1.493 -5.090 0.082
H 0.193 -2.489 -6.559 0.085
H 1.649 -2.084 -5.700 0.071
H -1.578 -3.107 -4.179 0.087
H -1.276 -4.835 -4.408 0.062
H -1.405 -3.811 -5.798 0.087